{
  "formula": "C3H9N2O2S",
  "method": "wB97M-V/def2-TZVPD",
  "charge": -1,
  "e_above_lowest_kj_mol": 218.7,
  "species": ["N", "C", "C", "S", "C", "N", "O", "H", "H", "H", "H", "H", "H", "H", "H", "H", "O"],
  "xyz": [[-1.63724, -1.05782, -0.51880], [-0.58535, -0.20177, 0.24301], [0.58147, -0.89433, 0.89277], [-0.01520, -2.51874, 1.78242], [-0.04128, 0.54518, -0.86090], [0.51993, -0.27495, -1.94352], [0.00113, 1.76438, -0.96891], [-2.53929, -0.85983, -0.19256], [-1.52398, -2.03861, -0.31436], [-1.29528, 0.56691, 0.90538], [1.33948, -1.17749, 0.17705], [1.07596, -0.30153, 1.66519], [0.11513, -1.25650, -2.07358], [0.59005, 0.26891, -2.80867], [0.39197, 4.40386, 0.35459], [1.33044, 3.64508, -0.80706], [1.10522, 4.44611, -0.26080]],
  "forces_ev_per_angstrom": [[1.9, 0.1, 0.2], [-4.0, 0.5, 0.8], [-0.7, -2.5, 2.2], [0.5, 1.2, -0.7], [1.3, 0.9, -3.9], [-1.1, -0.1, 0.7], [0.2, -0.5, 0.2], [-1.3, 0.6, 0.7], [0.6, -0.4, 0.5], [2.4, -2.0, -1.3], [0.0, 0.0, -0.3], [-0.3, 0.3, -0.2], [0.6, 2.3, 0.4], [-0.1, -0.4, 0.6], [-0.7, -1.2, 0.1], [-1.4, 0.8, 1.5], [2.1, 0.4, -1.6]],
  "mulliken_charge": [-0.6395, 0.3778, -0.9743, -0.6705, 0.1736, -0.4719, -0.6009, 0.2258, 0.2128, 0.1609, 0.3576, 0.3065, 0.2790, 0.2506, 0.2985, 0.3594, -0.6454]
}

---

{
  "formula": "C4H12O2",
  "method": "wB97M-V/def2-TZVPD",
  "charge": 0,
  "smiles": "CC[C@@H](C)O.O",
  "e_above_lowest_kj_mol": 32.7,
  "species": ["C", "C", "C", "C", "O", "H", "H", "H", "H", "H", "H", "H", "H", "H", "H", "H", "H", "O"],
  "xyz": [[-1.68088, -0.95279, 2.52257], [-0.42543, -1.03941, 1.64223], [-0.43009, -0.06509, 0.47300], [0.96225, 0.36215, -0.02896], [-1.19150, -0.57347, -0.61209], [-1.76001, -0.06807, 3.14038], [-2.57674, -1.12348, 1.92603], [-1.66371, -1.82269, 3.19168], [-0.30388, -2.05338, 1.27460], [0.41190, -0.79493, 2.29005], [-0.90400, 0.86429, 0.80351], [1.05644, 1.42227, -0.23527], [1.21974, -0.22909, -0.90065], [1.69691, 0.05303, 0.72657], [-1.60664, -1.39511, -0.33942], [1.85274, 2.54301, -5.86895], [3.08840, 2.19988, -5.01231], [2.25452, 2.67289, -4.99299]],
  "forces_ev_per_angstrom": [[0.1, -1.5, -0.3], [-0.2, 0.9, 0.6], [0.3, 0.7, -0.1], [0.2, -1.2, 0.6], [-0.2, -0.1, -0.3], [0.0, 0.3, -0.2], [-0.2, 0.4, 0.0], [0.0, 0.2, 0.1], [0.2, -0.3, -0.1], [0.3, -0.2, 0.0], [-0.3, -0.1, 0.2], [-0.1, 0.0, -0.1], [-0.1, 0.1, -0.4], [0.0, 0.5, -0.1], [-0.1, 0.0, 0.0], [0.3, 0.0, 0.5], [0.1, -0.1, -0.1], [-0.4, 0.1, -0.4]],
  "mulliken_charge": [-1.0941, -0.7816, 0.5695, -1.2083, -0.5487, 0.3454, 0.2877, 0.3563, 0.3589, 0.3151, 0.1609, 0.2883, 0.3171, 0.3058, 0.3278, 0.3214, 0.3189, -0.6403]
}

---

{
  "formula": "C7H17NSi",
  "method": "wB97M-V/def2-TZVPD",
  "charge": 0,
  "smiles": "CC1(C)CN1[Si](C)(C)C",
  "e_above_lowest_kj_mol": 174.5,
  "species": ["C", "C", "C", "C", "C", "C", "C", "N", "Si", "H", "H", "H", "H", "H", "H", "H", "H", "H", "H", "H", "H", "H", "H", "H", "H", "H"],
  "xyz": [[-1.38520, 0.55640, -1.25736], [-0.28920, -0.28814, -1.75573], [-0.64614, -1.74829, -1.76537], [0.54567, 0.09545, -2.97910], [-0.35359, -1.60884, 2.02454], [-0.32377, 1.42990, 2.20613], [2.28215, -0.03832, 1.14436], [-0.00201, 0.31564, -0.45719], [0.35576, -0.02440, 1.15898], [-1.57037, 1.56683, -1.56854], [-2.24172, 0.01461, -0.66274], [0.18879, -2.35798, -1.39761], [-0.97402, -2.15768, -2.76157], [-1.44416, -1.90067, -0.84179], [-0.12699, 0.31144, -3.93651], [1.05924, -0.77064, -3.17094], [1.24605, 0.89045, -2.77823], [-1.42520, -1.74884, 1.80631], [0.12156, -2.46091, 1.47196], [-0.29706, -1.63539, 3.04930], [0.10742, 2.23414, 1.66149], [-1.43420, 1.55050, 2.16328], [-0.14455, 1.33045, 3.32861], [2.49336, 0.68869, 1.89501], [2.69360, -0.98825, 1.29205], [2.79636, 0.37661, 0.22096]],
  "forces_ev_per_angstrom": [[0.2, -1.3, 3.5], [-0.5, 0.1, -0.1], [-1.5, -1.4, 2.5], [-2.7, 1.6, -0.8], [-0.2, -0.1, -4.3], [-1.0, -1.6, 0.8], [-1.1, 1.6, -1.8], [-2.4, 0.7, -3.0], [0.0, -0.5, 1.6], [0.1, 0.3, -0.1], [1.5, 1.2, -1.7], [0.2, 0.1, -0.4], [0.0, 0.5, 1.1], [1.6, 0.1, -2.7], [1.4, -0.3, 2.1], [1.7, -1.9, -0.9], [0.0, 0.4, 0.0], [0.2, 0.4, -0.1], [-0.2, 0.3, 1.0], [0.8, -0.2, 2.4], [0.5, 1.4, 0.4], [0.7, -0.3, -0.4], [0.4, 0.5, -1.6], [0.7, 0.2, 1.0], [0.7, -1.4, 0.8], [-1.1, -0.4, 0.8]],
  "mulliken_charge": [-0.8534, 1.4688, -1.2498, -1.7239, -1.1079, -1.0193, -1.1562, -0.0144, 0.1865, 0.2880, 0.2205, 0.3238, 0.3438, 0.2104, 0.2638, 0.4872, 0.4098, 0.2975, 0.2579, 0.4778, 0.2660, 0.3201, 0.2950, 0.3451, 0.3715, 0.2916]
}

---

{
  "formula": "C10H40BF4N20O10",
  "method": "wB97M-V/def2-TZVPD",
  "charge": -1,
  "species": ["B", "F", "F", "F", "F", "C", "O", "N", "N", "H", "H", "H", "H", "C", "O", "N", "N", "H", "H", "H", "H", "C", "O", "N", "N", "H", "H", "H", "H", "C", "O", "N", "N", "H", "H", "H", "H", "C", "O", "N", "N", "H", "H", "H", "H", "C", "O", "N", "N", "H", "H", "H", "H", "C", "O", "N", "N", "H", "H", "H", "H", "C", "O", "N", "N", "H", "H", "H", "H", "C", "O", "N", "N", "H", "H", "H", "H", "C", "O", "N", "N", "H", "H", "H", "H"],
  "xyz": [[8.35675, -11.23360, -0.92194], [9.60773, -10.71254, -0.53002], [8.33498, -12.60574, -0.70927], [7.32945, -10.59926, -0.16255], [8.12070, -10.83728, -2.23980], [11.34667, -12.63457, 1.90555], [12.13018, -13.07983, 2.72050], [11.62126, -12.42008, 0.57824], [10.06591, -12.16911, 2.16376], [12.49542, -12.77337, 0.24067], [10.77155, -12.22028, 0.08505], [9.63119, -12.46199, 3.02074], [9.49662, -11.98941, 1.35107], [7.26518, -7.14578, 0.44215], [6.03971, -7.25438, 0.30601], [8.09000, -8.19346, 0.22749], [7.84606, -5.96568, 0.79215], [7.68109, -9.10264, 0.09828], [9.07717, -8.02005, 0.41008], [7.19209, -5.21050, 0.86752], [8.84785, -5.88514, 0.75275], [4.50748, -10.44178, 1.32849], [4.65900, -9.95789, 2.43355], [4.11287, -11.76143, 1.14036], [4.78870, -9.81074, 0.15190], [4.10469, -12.13923, 0.21362], [3.61528, -12.17249, 1.90686], [5.11641, -8.84203, 0.18890], [4.79295, -10.29388, -0.72649], [10.18614, -7.76894, -3.39491], [11.00297, -7.25381, -4.14278], [9.58859, -8.98471, -3.61958], [9.56630, -7.05435, -2.38566], [8.97468, -9.40406, -2.93650], [9.80034, -9.41924, -4.50020], [10.00243, -6.16828, -2.20963], [8.97000, -7.52969, -1.72905], [8.53435, -13.82692, -5.26021], [8.55338, -15.02523, -5.56253], [9.17925, -12.91204, -6.02016], [7.80498, -13.40686, -4.18756], [9.13308, -11.92112, -5.87416], [9.58820, -13.36640, -6.81610], [7.32566, -14.15394, -3.70442], [7.95573, -12.50559, -3.77264], [8.09771, -16.00634, 2.82580], [8.17193, -17.22530, 2.79470], [8.73729, -15.24416, 1.89422], [7.31240, -15.28805, 3.69171], [9.37184, -15.83247, 1.37774], [8.81726, -14.25814, 1.72696], [6.88015, -15.64342, 4.52022], [7.16622, -14.32081, 3.46708], [7.12248, -9.49376, -6.44682], [8.09934, -9.98239, -6.99182], [6.16195, -8.73766, -7.11065], [7.00054, -9.41686, -5.08577], [5.91546, -9.02014, -8.04834], [5.29917, -8.67386, -6.58533], [6.36857, -8.79688, -4.61602], [7.82030, -9.82469, -4.68917], [4.91899, -9.22472, -2.38227], [5.88129, -8.47382, -2.39095], [3.66164, -8.77824, -2.74381], [4.96589, -10.48706, -1.86565], [3.58880, -7.80396, -2.96696], [2.89420, -9.42105, -2.74849], [4.22688, -11.15803, -1.93873], [5.84578, -10.69100, -1.40641], [11.75006, -7.80640, -0.03296], [10.81162, -7.51793, 0.71988], [12.92286, -7.11179, -0.01090], [11.73280, -8.96042, -0.72123], [13.04765, -6.30644, 0.56675], [13.64214, -7.46269, -0.61573], [10.92657, -9.57102, -0.65691], [12.44986, -9.31592, -1.32832], [5.71793, -14.87183, -0.90657], [6.18954, -15.15316, -1.99461], [5.90945, -13.66897, -0.28414], [4.84998, -15.69028, -0.22716], [5.48863, -13.49094, 0.60717], [6.51388, -12.99608, -0.72443], [4.68179, -16.61237, -0.58175], [4.25343, -15.33779, 0.49556]],
  "forces_ev_per_angstrom": [[0.0, 0.8, 0.1], [-0.3, -0.3, 0.1], [0.3, 0.3, -0.2], [0.1, -1.7, -0.1], [-0.2, -0.8, -0.4], [0.0, 0.5, -0.3], [-0.3, 0.0, 0.1], [0.0, -0.2, 1.2], [0.2, -0.5, 0.4], [-0.2, -0.1, -0.5], [0.8, 0.0, -1.3], [0.0, 0.1, 0.0], [-0.3, 0.2, 0.5], [-1.1, -0.9, -0.4], [0.2, 0.7, 0.3], [0.7, 1.5, 0.1], [-0.1, -0.3, -0.1], [0.1, 0.4, 0.2], [0.0, -0.7, 0.2], [0.4, 0.3, 0.0], [-0.1, 0.3, 0.2], [1.1, 1.4, -1.2], [-0.5, -0.3, 0.7], [0.1, 0.0, 0.5], [-1.4, 1.4, 6.7], [-0.5, -0.2, 0.1], [-0.1, -0.3, -0.1], [0.2, -0.2, 0.4], [-1.5, 0.9, 3.6], [-1.8, 0.8, -0.3], [0.5, -0.4, 0.2], [1.0, 0.3, 0.2], [0.9, -0.5, -0.7], [0.1, 0.0, -0.3], [0.2, -0.2, 0.1], [-0.2, 0.0, 0.4], [-0.1, 0.3, 0.3], [-0.7, -1.2, 0.3], [0.1, 0.5, -0.1], [0.2, -0.3, 0.3], [0.2, 0.1, -0.4], [-0.1, 0.1, -0.5], [0.2, 0.6, -0.2], [0.1, 0.3, 0.4], [-0.2, 0.0, 0.2], [-0.7, 0.0, -0.2], [0.2, 0.3, 0.6], [0.8, -1.0, -0.7], [0.0, 0.6, -0.2], [-0.1, 0.3, -0.3], [-0.3, 0.1, 0.5], [0.0, -0.4, -0.2], [0.0, 0.1, 0.3], [0.4, 1.5, 0.4], [-0.4, -0.5, 0.0], [-1.0, -0.4, -0.2], [0.0, -1.1, -1.6], [0.6, -0.1, -0.1], [0.1, 0.2, 0.1], [0.3, 0.1, 0.4], [-0.2, 0.3, 1.0], [-0.5, 1.5, -0.6], [-0.2, -0.7, -0.2], [0.9, -0.9, 0.0], [1.8, -2.0, -7.9], [-0.2, 0.0, 0.0], [-0.3, 0.4, 0.0], [0.0, -0.3, -0.5], [0.6, -0.7, -1.2], [-0.1, -0.6, 1.8], [0.1, 0.7, -0.5], [-0.1, -0.5, -1.0], [-0.1, -0.6, -0.8], [-0.1, 0.1, 0.0], [0.3, 0.5, 0.1], [0.1, 0.5, 0.2], [0.2, 0.5, 0.1], [-0.5, 0.6, -0.2], [0.2, -0.2, 0.2], [-0.4, -0.4, -0.5], [0.1, -0.3, 0.0], [0.3, 0.3, 0.2], [0.1, -0.3, 0.3], [0.0, 0.0, -0.1], [0.1, -0.1, 0.1]],
  "mulliken_charge": [0.7999, -0.6804, -0.4970, -0.4412, 0.0357, 0.5663, -0.6708, -0.2715, -0.3158, 0.1930, 0.2018, 0.2143, -0.1204, 0.6687, -0.7936, 0.2241, -0.4222, -0.2270, 0.3337, 0.2321, 0.1771, 0.3168, -0.7271, -0.3202, -0.4434, 0.2063, 0.2023, 0.1112, 0.0232, 0.2547, -0.7482, 0.0501, -0.2039, 0.0819, 0.1271, 0.2750, 0.0818, 0.5281, -0.7387, -0.3174, -0.2091, 0.1714, 0.1882, 0.2215, 0.0502, 0.5407, -0.6765, -0.1442, -0.3276, 0.1839, 0.0981, 0.1817, 0.1649, 0.5333, -0.6187, -0.5379, 0.0508, 0.2831, 0.2207, 0.2985, -0.2633, 0.5735, -0.5558, -0.4075, -0.1211, 0.2599, 0.1417, 0.3803, 0.2477, 0.7194, -0.8198, -0.4255, -0.1251, 0.2343, 0.1526, 0.1357, 0.2264, 0.5431, -0.7045, -0.0635, -0.4009, 0.3268, -0.0749, 0.2392, 0.1418]
}

---

Energy values (in eV) by entry order: -21167.9412 -8437.1751 -16901.2335 -72859.5871.
HOMO energy values (in eV) by entry order: -2.93 -9.96 -8.84 -6.72.
Gap between HOMO and LUMO values (in eV) by entry order: 6.437 10.990 9.695 8.692.